Entry 1:
The following is a quantum chemistry calculation of C43H31N7O2TeTl as an isolated structure, from OMol25.

```
85
Properties=species:S:1:pos:R:3
Tl -0.493 -1.539 -1.372
C 5.120 0.855 3.384
C 4.241 0.235 2.320
C 4.702 -0.020 1.037
C 3.884 -0.542 0.047
C 4.486 -0.721 -1.301
O 5.676 -0.939 -1.440
C 3.636 -0.573 -2.533
C 2.632 0.385 -2.613
C 1.882 0.517 -3.771
C 2.126 -0.316 -4.858
C 3.142 -1.261 -4.789
C 3.902 -1.379 -3.632
C 2.526 -0.922 0.316
O 1.844 -1.489 -0.588
C 2.037 -0.655 1.655
C 2.916 -0.082 2.587
C 0.638 -0.933 2.079
N -0.308 -1.262 1.275
C -1.664 -1.505 1.777
C -2.192 -2.884 1.378
Te -1.087 -4.562 2.137
C 0.017 -4.768 0.344
C 1.242 -4.127 0.184
C 1.907 -4.191 -1.036
C 1.354 -4.898 -2.095
C 0.131 -5.545 -1.937
C -0.538 -5.482 -0.721
C 0.351 -0.730 3.550
C -0.311 0.415 3.980
C -0.577 0.612 5.330
C -0.184 -0.340 6.262
C 0.480 -1.485 5.837
C 0.749 -1.676 4.488
H 6.121 1.051 2.995
H 5.222 0.201 4.255
H 4.710 1.804 3.739
H 5.730 0.204 0.770
H 2.435 1.027 -1.760
H 1.095 1.262 -3.822
H 1.521 -0.230 -5.754
H 3.345 -1.903 -5.638
H 4.707 -2.102 -3.565
H 2.549 0.140 3.581
H -2.324 -0.778 1.294
H -1.753 -1.373 2.852
H -2.166 -3.025 0.297
H -3.229 -2.990 1.700
H 1.667 -3.544 0.994
H 2.840 -3.655 -1.165
H 1.868 -4.934 -3.049
H -0.308 -6.091 -2.764
H -1.494 -5.977 -0.600
H -0.620 1.156 3.248
H -1.098 1.506 5.652
H -0.393 -0.189 7.315
H 0.793 -2.231 6.559
H 1.271 -2.565 4.155
N -5.833 7.982 -2.615
C -5.089 7.148 -2.339
C -4.144 6.108 -2.003
C -2.846 6.451 -1.629
C -1.930 5.466 -1.310
C -2.307 4.130 -1.359
C -3.604 3.783 -1.722
C -4.518 4.767 -2.047
N -1.379 3.113 -1.021
C -0.287 3.208 -0.166
C 0.255 1.963 -0.118
N -0.456 1.112 -0.948
C -1.408 1.830 -1.476
H -2.557 7.494 -1.597
H -0.919 5.740 -1.043
H -3.924 2.746 -1.711
H -5.531 4.493 -2.316
H -0.042 4.113 0.367
H 1.099 1.613 0.463
H -2.161 1.454 -2.154
N -3.138 -0.384 -1.209
C -4.276 -0.303 -1.417
C -5.625 0.006 -1.667
C -6.600 -1.020 -1.823
N -7.388 -1.857 -1.948
C -5.966 1.378 -1.814
N -6.180 2.509 -1.949
```

Output
spin multiplicity = 1
HOMO energy = -0.1944 hartree
E_LUMO = 1.985 eV
Kohn-Sham gap = 7.27 eV
energy relative to the best compared isomer or geometry (same formula, charge and spin) = 0.0 kcal/mol
net charge = -1
energy = -2631.5606 hartree

Entry 2:
The following is a quantum chemistry calculation of one molecule with the formula C4H9FN2 at a distorted geometry, from OMol25.

```
16
Properties=species:S:1:pos:R:3
C -0.268 1.025 -1.130
C 0.696 -0.080 -0.564
C 1.130 0.121 0.721
N 0.565 0.415 1.803
N -0.805 0.593 1.703
C -0.007 -1.406 -0.634
F -1.226 -1.163 0.327
H 0.176 2.044 -0.954
H -0.452 0.611 -2.205
H -1.306 1.251 -0.620
H 1.730 -0.143 -0.993
H 2.119 0.097 1.066
H -1.087 0.301 0.586
H -1.293 0.316 2.613
H 0.480 -2.361 -0.228
H -0.452 -1.621 -1.490
```

Output
spin multiplicity = 1
structure (SMILES) = C[C@@H](/C=N\N)CF
HOMO energy = -0.2849 hartree
E_LUMO = 0.806 eV
Kohn-Sham gap = 8.56 eV
energy relative to the best compared isomer or geometry (same formula, charge and spin) = 122.2 kcal/mol
energy = -366.9958 hartree

Entry 3:
The following is a quantum chemistry calculation of a 13-piece molecular cluster, C35H26Cl48FIN2O6 overall at a distorted geometry, from OMol25.

```
119
Properties=species:S:1:pos:R:3
O -8.604 -0.950 -2.627
C -7.417 -0.577 -2.633
F -6.765 -0.594 -3.922
N -6.698 -0.092 -1.423
C -5.868 1.045 -1.915
O -6.486 1.952 -2.559
C -4.296 1.251 -1.660
O -3.946 1.659 -0.320
C -4.883 2.647 0.193
I -3.965 3.674 1.883
C -3.395 -0.003 -2.212
O -2.042 0.414 -2.093
C -1.065 -0.473 -2.666
C -1.406 -1.088 -4.111
C -1.795 -2.646 -4.135
C -0.586 -3.636 -4.532
C -1.053 -5.207 -4.524
O -1.796 -5.569 -3.335
C -0.517 -1.636 -1.646
C 0.184 -0.971 -0.375
O -0.235 0.034 0.258
C 1.584 -1.583 0.153
C 1.999 -1.384 1.659
C 3.343 -1.979 2.179
C 4.322 -2.775 1.275
C 3.936 -2.940 -0.221
C 2.587 -2.349 -0.758
C -3.782 -1.306 -1.331
C -3.275 -1.359 0.153
C -3.700 -2.709 0.856
C -4.507 -3.693 -0.014
N -4.987 -3.584 -1.365
C -4.629 -2.385 -2.039
H -7.471 0.288 -0.839
H -3.986 2.136 -2.345
H -5.875 2.206 0.548
H -5.107 3.375 -0.661
H -3.794 -0.165 -3.276
H -0.122 0.183 -2.838
H -0.462 -0.978 -4.777
H -2.229 -0.508 -4.685
H -2.289 -3.044 -3.187
H -2.584 -2.771 -4.976
H 0.323 -3.580 -3.841
H -0.274 -3.385 -5.613
H -0.108 -5.873 -4.560
H -1.688 -5.467 -5.437
H -1.347 -5.268 -2.515
H -1.306 -2.420 -1.401
H 0.324 -2.169 -2.233
H 1.337 -0.810 2.392
H 3.635 -1.849 3.280
H 5.300 -3.251 1.634
H 4.637 -3.497 -0.937
H 2.363 -2.498 -1.866
H -2.680 -0.536 0.664
H -3.404 -2.931 1.947
H -4.773 -4.700 0.529
H -4.965 -2.271 -3.137
C 0.317 3.804 1.621
Cl 2.051 3.530 1.912
Cl -0.132 3.103 0.055
Cl -0.639 3.041 2.913
Cl -0.014 5.553 1.601
C -5.058 -7.947 -1.291
Cl -6.243 -8.553 -0.112
Cl -4.667 -6.254 -0.922
Cl -3.570 -8.929 -1.196
Cl -5.747 -8.043 -2.925
C -5.126 -12.047 -4.245
Cl -6.829 -12.118 -3.741
Cl -5.039 -11.713 -5.989
Cl -4.299 -10.754 -3.351
Cl -4.341 -13.604 -3.900
C -2.548 8.930 0.476
Cl -0.819 8.665 0.789
Cl -2.982 8.216 -1.092
Cl -3.506 8.164 1.762
Cl -2.883 10.675 0.446
C 5.682 5.062 2.168
Cl 5.065 3.466 2.659
Cl 7.299 5.310 2.860
Cl 5.778 5.135 0.396
Cl 4.585 6.332 2.755
C 2.057 5.703 5.900
Cl 0.874 5.041 7.049
Cl 2.392 7.400 6.307
Cl 3.564 4.762 5.990
Cl 1.399 5.608 4.253
C 2.441 3.477 10.665
Cl 1.074 2.357 10.484
Cl 1.895 4.950 11.496
Cl 3.722 2.699 11.619
Cl 3.074 3.903 9.061
C 6.857 0.154 12.074
Cl 6.361 0.535 10.411
Cl 5.415 -0.141 13.072
Cl 7.879 -1.300 12.069
Cl 7.773 1.519 12.747
C 6.561 7.689 7.134
Cl 8.293 7.400 7.410
Cl 6.082 6.974 5.580
Cl 5.620 6.943 8.444
Cl 6.250 9.437 7.102
C 1.159 -4.383 -8.887
Cl 0.220 -5.413 -9.989
Cl 2.743 -4.031 -9.610
Cl 0.284 -2.862 -8.608
Cl 1.388 -5.227 -7.340
C 6.766 -3.518 -10.836
Cl 5.828 -4.548 -11.939
Cl 8.350 -3.166 -11.559
Cl 5.891 -1.996 -10.556
Cl 6.996 -4.361 -9.289
C 4.149 10.792 3.607
Cl 5.503 11.566 4.458
Cl 2.711 10.798 4.651
Cl 3.800 11.690 2.114
Cl 4.581 9.116 3.203
```

Output
spin multiplicity = 1
HOMO energy = -0.3399 hartree
E_LUMO = -0.553 eV
Kohn-Sham gap = 8.70 eV
energy = -24396.4131 hartree

Entry 4:
The following is a quantum chemistry calculation of an isolated ion of composition C2Cl2NS2 and charge +1 at a distorted geometry, from OMol25.

```
7
Properties=species:S:1:pos:R:3
C 0.147 -0.189 -0.066
C 1.595 0.125 0.069
N -1.046 -0.243 -0.037
S -3.741 0.875 -0.095
S -2.665 -0.682 0.185
Cl 1.856 1.736 0.127
Cl 2.934 -0.983 -0.017
```

Output
spin multiplicity = 1
HOMO energy (spin up / spin down) = -0.5058 / -0.5051 hartree
E_LUMO (spin up / spin down) = -6.651 / -6.919 eV
Kohn-Sham gap (spin up / spin down) = 7.11 / 6.83 eV
energy relative to the best compared isomer or geometry (same formula, charge and spin) = 0.0 kcal/mol
net charge = +1
energy = -1847.3225 hartree

Entry 5:
The following is a quantum chemistry calculation of one molecule with the formula C4H5NO, from OMol25.

```
11
Properties=species:S:1:pos:R:3
C -0.538 -2.655 0.274
C -0.139 -1.535 0.079
C 0.309 -0.174 -0.053
C -0.663 0.947 -0.314
N 1.562 0.046 0.132
O 1.903 1.375 0.132
H -0.870 -3.652 0.469
H -0.351 1.507 -1.206
H -1.683 0.588 -0.440
H -0.653 1.659 0.528
H 1.123 1.894 0.399
```

Output
spin multiplicity = 1
structure (SMILES) = C#C/C(C)=N/O
HOMO energy = -0.3465 hartree
E_LUMO = 0.755 eV
Kohn-Sham gap = 10.18 eV
energy relative to the best compared isomer or geometry (same formula, charge and spin) = 87.3 kcal/mol
energy = -285.2755 hartree

Entry 6:
The following is a quantum chemistry calculation of one molecule with the formula C3H2N2O3 at a distorted geometry, from OMol25.

```
10
Properties=species:S:1:pos:R:3
O -0.130 2.080 1.355
C -0.001 1.077 0.787
N 0.954 0.058 1.238
C 1.007 -0.975 0.504
O 0.366 -1.371 -0.570
C -0.579 -0.440 -1.055
O -1.133 -0.485 -2.121
N -0.808 0.565 -0.224
H 1.712 -1.729 0.722
H -1.387 1.219 -0.637
```

Output
spin multiplicity = 1
structure (SMILES) = O=c1ncoc(=O)[nH]1
HOMO energy = -0.4144 hartree
E_LUMO = 0.416 eV
Kohn-Sham gap = 11.69 eV
energy relative to the best compared isomer or geometry (same formula, charge and spin) = 21.3 kcal/mol
energy = -450.7694 hartree